1.
Formula: C23H44O18S3
Source: OMol25
Level of theory: ωB97M-V/def2-TZVPD

Geometry as XYZ:
```
88
Properties=species:S:1:pos:R:3:forces:R:3
C -0.35880 2.01506 3.78121 0.5 -0.4 0.1
C 0.21322 0.72708 4.59417 0.8 0.6 -1.0
C 1.55634 1.25056 5.32613 -1.9 1.3 3.7
O 1.36574 1.90732 6.38994 1.4 -2.4 -4.2
O 2.86638 0.96086 4.85344 -1.6 1.1 -0.3
C 3.37828 2.03334 3.99323 0.1 0.2 -1.4
C 3.63544 1.39175 2.51890 -0.2 -0.9 1.7
O 3.94419 2.42309 1.54311 -0.6 -2.0 -1.7
C 4.12755 1.89948 0.24429 2.1 1.7 -2.2
O 4.99282 2.42410 -0.51030 -3.5 -2.2 3.0
O 3.28430 0.84508 -0.15611 2.6 2.0 1.5
C 3.91743 -0.03898 -1.12843 -1.1 -1.8 -0.8
C 3.40351 -1.54122 -0.75482 0.7 -0.1 -0.6
C 2.30721 -2.11546 -1.77784 0.3 -1.1 0.4
C 0.78378 -2.03684 -1.27185 -0.4 0.8 -0.5
C 0.44116 -0.77375 -0.34553 -1.4 0.2 -0.4
C 0.14023 0.58622 -1.19726 -0.5 0.2 0.6
C -1.21643 1.32981 -0.69695 0.1 0.3 -0.1
C -0.95632 2.81605 -0.12941 -1.1 0.1 0.3
C -2.17324 3.81881 -0.55513 1.5 0.7 -0.7
C -1.52343 4.86716 -1.61112 0.2 -0.7 1.2
O -0.96602 4.12357 -2.73566 -0.1 1.5 0.0
C -0.33202 5.04917 -3.66533 -0.4 0.6 0.1
H 0.30202 2.14966 2.85925 -1.0 -0.1 1.1
H -0.23296 2.95196 4.42169 -0.5 -1.3 -0.8
H -1.44205 1.84962 3.42798 1.7 0.3 0.7
H 0.46416 -0.05910 3.80609 -0.4 0.8 1.2
H -0.56342 0.33593 5.34584 1.6 0.8 -1.0
H 2.57396 2.84263 3.89309 1.4 -0.9 0.2
H 4.35861 2.43070 4.41795 -1.5 -0.4 -0.4
H 4.56309 0.70370 2.58460 -1.7 0.8 -0.1
H 2.67647 0.79675 2.28733 1.6 0.9 0.0
H 3.48256 0.25098 -2.15930 1.0 -0.4 1.6
H 5.05483 -0.02426 -1.12136 -1.6 0.5 0.1
H 3.06650 -1.61137 0.34802 0.5 0.3 -1.8
H 4.32628 -2.23133 -0.83488 -1.3 1.1 0.1
H 2.46151 -1.66985 -2.83414 -0.4 -0.4 1.8
H 2.54831 -3.23774 -1.90334 -0.4 1.9 0.1
H 0.40934 -3.01363 -0.79050 1.0 1.8 -0.6
H 0.13362 -1.92019 -2.22346 0.9 -0.3 1.5
H -0.56745 -1.01712 0.16858 1.7 0.3 -0.7
H 1.17930 -0.57490 0.50000 -0.8 -0.3 -1.3
H -0.00327 0.36194 -2.30731 0.4 0.1 1.5
H 0.97553 1.35859 -1.10667 -0.9 -1.2 -0.2
H -1.95188 1.37076 -1.58901 1.2 0.1 1.4
H -1.76431 0.75839 0.12868 0.9 0.6 -1.3
H -0.95919 2.82088 1.02088 0.2 -0.3 -1.7
H 0.04870 3.25145 -0.47770 -1.6 -0.7 0.4
H -3.05662 3.23952 -1.00850 1.3 0.9 0.8
H -2.49398 4.45177 0.34214 0.2 -1.0 -1.3
H -0.62573 5.33489 -1.05517 -1.4 -0.4 -0.8
H -2.24314 5.69773 -1.92184 0.8 -1.1 0.1
H 0.03428 5.96094 -3.07744 -0.2 -1.2 -0.9
H 0.53460 4.55638 -4.21688 -1.3 0.5 0.9
H -1.11714 5.43309 -4.41293 1.2 -0.6 0.9
C -2.73286 -2.14430 5.06441 -0.4 -0.4 0.4
C -3.13441 -3.02386 3.89025 0.6 -0.3 0.0
O -3.90446 -2.17540 3.03859 0.0 0.9 0.4
S -3.34413 -0.65762 3.15601 -0.2 -0.2 0.0
O -2.44988 -0.42252 2.06138 -0.6 0.1 0.8
O -4.44178 0.20764 3.46160 0.8 -0.5 -0.5
O -2.45535 -0.86226 4.49819 -0.3 -0.1 -0.8
H -3.55719 -2.03199 5.77413 0.0 0.0 0.0
H -1.85549 -2.52820 5.58631 0.0 0.2 -0.1
H -3.71836 -3.89036 4.20011 -0.2 0.2 -0.1
H -2.25675 -3.35884 3.32951 0.0 0.0 0.1
C -4.47867 2.63937 -5.14544 -0.2 0.5 0.4
C -3.56182 2.24752 -3.99716 0.5 0.2 -0.4
O -4.15501 1.07728 -3.43253 -0.8 -0.2 -0.5
S -4.89355 0.23804 -4.60877 0.2 0.0 0.1
O -4.00846 -0.80101 -5.04408 -0.9 0.6 0.2
O -6.24458 -0.01098 -4.20703 1.0 -0.1 -0.2
O -4.89395 1.40668 -5.73498 0.3 -0.6 0.5
H -5.36896 3.15928 -4.78023 0.1 0.0 0.0
H -3.97229 3.26295 -5.88302 -0.1 -0.3 -0.1
H -3.47339 3.03401 -3.24815 -0.1 -0.2 0.1
H -2.56581 1.97969 -4.36124 0.0 0.1 0.1
C 3.44459 -7.06596 -0.77616 0.1 -0.6 0.2
C 2.60322 -7.64138 -1.90501 0.5 0.2 -0.4
O 1.26319 -7.25262 -1.60299 0.0 0.5 0.8
S 1.28558 -5.81666 -0.84687 0.0 -0.2 -0.2
O 1.03264 -4.79246 -1.81649 0.0 -1.3 0.8
O 0.54110 -5.93394 0.36987 0.3 0.2 -1.0
O 2.86775 -5.79180 -0.48713 -0.7 0.1 -0.5
H 3.37416 -7.68384 0.12339 0.0 0.0 -0.1
H 4.49218 -6.95462 -1.05790 -0.2 0.2 0.0
H 2.68331 -8.72627 -1.97223 -0.3 0.1 0.1
H 2.87560 -7.19664 -2.86671 0.1 -0.1 0.1
```
Forces are in eV/Å.

Its total charge is 0. Its HOMO-LUMO gap is 10.195 eV. The LUMO energy is 0.333 eV.

***

2.
Formula: C23H45Cl26N5OSi
Source: OMol25
Level of theory: ωB97M-V/def2-TZVPD

Geometry as XYZ:
```
101
Properties=species:S:1:pos:R:3:forces:R:3
C -1.31835 1.01317 -1.42782 0.5 -0.2 -0.4
Si -1.44795 -0.74444 -0.70887 -0.5 0.4 1.4
C -3.09667 -1.51731 -1.23639 0.0 -0.6 -0.1
C -1.54242 -0.51426 1.18807 1.7 -0.6 -1.5
O -0.08201 -1.73393 -0.98258 -0.6 1.3 -0.5
C 0.97486 -1.12669 -1.71392 1.0 -0.9 -0.1
C 1.89379 -0.19830 -0.87028 -0.3 0.2 -0.7
C 2.94155 -0.95306 0.00809 0.3 0.1 -0.3
Cl 4.45883 -1.07842 -1.02771 -0.4 -0.6 0.2
C 2.58320 -2.37426 0.34769 2.2 7.6 -1.9
N 2.14117 -3.32513 0.68128 -2.4 -6.2 2.1
C 3.38511 -0.12651 1.29497 0.4 -0.1 -0.5
Cl 4.11403 1.41729 0.62112 -0.5 0.0 0.4
C 2.21267 0.32370 2.11829 5.9 -2.6 -4.2
N 1.36779 0.65385 2.74617 -4.8 2.2 3.5
C 4.52800 -0.86048 2.06265 -0.1 0.3 1.1
C 4.25615 -1.17466 3.56648 0.9 -1.0 0.9
N 4.22591 0.01579 4.41920 -0.5 -0.2 -0.7
N 5.45767 -1.93592 4.03243 -0.6 0.2 -0.5
N 3.10451 -2.08189 3.80960 -0.4 1.2 -0.5
H -0.71208 1.64850 -0.74864 -0.5 -0.2 -0.3
H -2.34607 1.41097 -1.54664 0.5 -0.1 0.3
H -0.84433 1.07644 -2.42552 -0.2 0.0 0.3
H -3.64219 -0.88205 -1.96417 0.3 -0.5 0.2
H -3.74951 -1.56357 -0.33676 0.9 -0.3 -1.1
H -3.00012 -2.55087 -1.61641 0.0 0.5 -0.1
H -1.86675 -1.48745 1.60287 0.9 1.2 -0.8
H -0.48708 -0.38561 1.51200 -0.7 0.3 0.0
H -2.18337 0.33072 1.48393 0.4 -0.5 0.1
H 0.63506 -0.61587 -2.63821 0.0 0.0 0.7
H 1.62093 -1.96007 -2.07786 -0.4 0.4 0.2
H 2.48315 0.38548 -1.60567 -0.3 -0.3 0.5
H 1.32436 0.56981 -0.30574 0.2 -0.7 0.0
H 4.84703 -1.80307 1.59331 -0.8 0.5 -0.1
H 5.42707 -0.21988 2.03411 -0.6 -0.3 0.1
H 3.28011 0.24192 4.70495 0.2 0.1 0.1
H 4.81884 -0.12509 5.22704 -0.1 0.1 -0.1
H 5.36487 -2.83394 3.55148 0.4 0.1 0.1
H 5.20749 -2.17640 4.99405 0.1 0.0 -0.1
H 2.82833 -2.55093 2.94751 0.0 -0.1 0.2
H 2.30379 -1.52027 4.09769 0.0 -0.3 -0.1
C -4.85530 -1.57683 1.88437 -0.1 -0.1 0.2
Cl -4.77994 -0.14852 0.84508 -0.9 0.9 0.7
Cl -3.37181 -1.76897 2.82541 -2.0 -0.9 1.6
H -5.69331 -1.47186 2.56499 0.1 0.1 -0.1
H -4.99185 -2.45515 1.26205 0.1 0.0 -0.1
C 6.48225 3.62364 -1.61768 0.0 0.0 0.3
Cl 7.48407 4.73160 -2.56449 0.1 -0.1 0.0
Cl 5.38020 4.50435 -0.55044 -0.1 -0.1 0.0
H 5.90047 3.01178 -2.29362 -0.1 0.2 0.0
H 7.12868 2.99448 -1.01428 -0.1 0.2 0.0
C 1.81945 3.98508 1.68507 0.0 0.0 0.2
Cl 2.93444 5.34645 1.85978 0.0 0.0 0.1
Cl 0.68752 4.23822 0.34883 0.0 -0.1 0.0
H 2.39330 3.08839 1.49059 0.0 0.1 -0.1
H 1.25626 3.87179 2.60557 0.0 0.1 -0.1
C -8.58605 -0.04705 -0.11848 0.0 0.2 0.1
Cl -7.94757 -1.53226 0.59668 -0.2 -0.1 0.0
Cl -8.15162 0.08399 -1.82707 0.0 0.1 0.0
H -9.66798 -0.05173 -0.03025 0.0 -0.1 -0.1
H -8.17470 0.80437 0.41424 0.1 -0.1 -0.1
C -0.74956 -1.81016 5.68794 0.0 0.0 0.2
Cl 0.23654 -0.39312 5.30636 -0.2 0.0 0.2
Cl -0.67030 -3.00980 4.39356 0.0 -0.1 0.0
H -0.38204 -2.26031 6.60427 0.1 0.0 -0.1
H -1.78003 -1.49430 5.81689 0.0 0.0 -0.1
C -11.43125 -1.47882 -2.14793 0.1 -0.1 -0.1
Cl -11.99128 0.06766 -1.49388 0.1 0.0 0.0
Cl -12.24909 -2.84042 -1.37305 0.0 0.0 0.0
H -11.63827 -1.50394 -3.21262 -0.1 0.0 0.1
H -10.36333 -1.56685 -1.97719 -0.1 0.0 0.1
C 6.76739 2.71802 -6.13984 0.1 0.0 -0.1
Cl 6.12107 2.16642 -4.58913 0.0 -0.3 -0.2
Cl 6.10146 4.28892 -6.59438 0.0 0.0 -0.1
H 7.84598 2.80380 -6.05785 -0.1 0.1 0.1
H 6.50972 1.99243 -6.90416 -0.1 0.0 0.1
C -15.15196 2.74973 -0.37732 -0.1 0.1 0.1
Cl -15.18774 1.62496 -1.74027 -0.2 0.0 0.0
Cl -13.55285 2.79832 0.37489 0.0 0.1 0.0
H -15.40164 3.74304 -0.73684 0.1 0.0 -0.1
H -15.87926 2.42881 0.36102 0.1 -0.1 0.0
C 10.39302 2.75521 -0.54426 0.0 0.2 0.0
Cl 11.72332 1.87621 0.21629 0.0 0.1 0.0
Cl 9.19735 1.64872 -1.23338 0.1 -0.1 0.0
H 9.90769 3.37416 0.20347 0.0 -0.1 0.0
H 10.79120 3.37801 -1.33836 0.0 -0.1 0.0
C 7.22468 -3.87881 0.95923 0.2 0.1 -0.1
Cl 5.74153 -4.69286 1.48452 0.0 -0.1 0.0
Cl 7.13701 -2.13788 1.24772 0.8 -0.3 -0.3
H 8.06507 -4.28596 1.51300 -0.1 0.0 0.1
H 7.36124 -4.05183 -0.10719 -0.3 0.3 0.6
C -12.83682 3.59995 -3.50262 0.1 -0.1 0.0
Cl -11.17831 4.05428 -3.09407 0.0 -0.1 0.0
Cl -13.93501 4.98234 -3.37404 -0.1 -0.1 0.0
H -12.85844 3.22882 -4.52210 0.0 0.1 0.0
H -13.16742 2.82449 -2.81892 0.1 0.2 0.0
C 8.61074 -4.79448 -3.29944 0.1 0.0 -0.2
Cl 7.98836 -5.36992 -1.74623 0.2 -0.4 -0.5
Cl 7.93612 -3.21641 -3.71761 0.0 0.0 0.0
H 9.69029 -4.70930 -3.23390 -0.1 0.1 0.1
H 8.34094 -5.50823 -4.07070 -0.1 0.0 0.1
```
Forces are in eV/Å.

Its total charge is 0. Its HOMO-LUMO gap is 9.349 eV. The LUMO energy is 0.219 eV.

***

3.
Formula: C23H45Cl2N5O4PZn
Source: OMol25
Level of theory: ωB97M-V/def2-TZVPD

Geometry as XYZ:
```
81
Properties=species:S:1:pos:R:3:forces:R:3
O 1.99442 1.15077 0.07044 -0.8 -0.4 0.0
C 3.01294 0.62174 0.74690 -0.8 -1.1 0.4
C 4.15076 0.11401 -0.14205 -0.4 0.1 0.8
C 3.92008 -0.68201 -1.25656 0.4 -0.1 -0.5
H 2.89927 -0.99410 -1.50857 0.5 0.3 0.1
C 5.00336 -1.05650 -2.06182 0.1 0.2 0.5
H 4.82530 -1.62096 -2.97350 0.1 0.0 0.1
C 6.31110 -0.72000 -1.68089 -0.2 0.1 0.2
H 7.16197 -1.01854 -2.29732 -0.2 0.0 0.2
C 6.52238 0.01306 -0.50205 -0.1 0.1 -0.3
H 7.52774 0.24954 -0.16488 0.0 0.0 -0.2
C 5.43607 0.47352 0.23873 0.3 -0.6 -0.4
H 5.55254 1.06732 1.14824 0.1 -0.1 -0.3
H 3.49532 1.43172 1.37772 -0.1 -0.9 0.4
C 1.98619 0.01570 3.06351 -0.4 -0.2 1.0
C 2.50695 -0.57764 1.80894 3.2 1.3 -0.9
H 2.45864 -0.51652 3.90072 -0.1 0.4 0.1
H 0.90065 -0.06572 3.18491 0.4 -0.1 0.0
H 2.22639 1.08715 3.10966 -0.1 -0.3 0.0
C 3.12981 -1.78442 1.80564 -0.9 0.6 -0.1
C 3.23092 -2.75228 2.95364 -0.3 -0.5 0.0
H 3.52646 -2.15334 0.86146 0.4 0.2 0.2
H 4.24405 -2.74848 3.38539 -0.1 0.2 -0.1
H 3.07784 -3.77252 2.57306 -0.1 0.2 0.2
H 2.50732 -2.59048 3.76930 0.3 0.0 -0.5
Zn 0.37427 -1.24032 0.41679 0.0 1.1 -0.2
Cl 0.60381 -1.24553 -1.78859 0.1 -0.4 -0.5
Cl 0.34349 -3.08133 1.58279 -0.3 -0.8 0.3
H 2.87205 2.49461 -4.01558 0.0 -0.1 0.1
H 0.58951 1.95722 -4.80359 -0.1 0.1 0.1
C 2.65028 1.81431 -3.17707 -0.1 0.2 0.0
C 0.31490 1.47981 -3.85317 0.2 -0.3 0.1
N 1.24629 1.90219 -2.83189 0.0 0.2 -0.4
H 3.26175 2.08537 -2.30836 -0.2 -0.2 -0.2
C 0.83440 2.36495 -1.63867 -1.3 0.2 0.9
O -0.33963 2.27740 -1.21331 1.4 0.5 -1.1
H -0.70361 1.75431 -3.56841 0.2 -0.1 0.0
H 1.63285 2.87094 -1.06216 -0.4 -0.3 -0.3
H 2.89580 0.79214 -3.50293 0.0 0.2 0.3
H 0.38817 0.39341 -3.99384 -0.2 0.1 0.0
H -2.56467 3.75370 3.49287 0.0 -0.1 0.0
H -1.44427 5.03038 1.53411 0.2 -0.1 -0.1
C -1.59955 3.24817 3.61501 0.3 0.1 -0.3
C -0.54694 4.41358 1.68941 -0.2 -0.4 0.1
N -0.92254 3.15246 2.32428 -0.3 0.5 0.6
H -1.75256 2.24622 4.02380 0.1 0.2 -0.1
C -0.58885 1.94937 1.80017 0.3 -1.2 -0.1
O -0.69356 0.87424 2.40979 -0.4 1.4 -0.5
H -0.06899 4.20982 0.72529 -0.1 0.0 0.2
H -0.23423 2.01579 0.75345 0.1 -0.1 0.5
H -1.00066 3.85320 4.30675 0.0 -0.2 0.0
H 0.14405 4.97534 2.34147 -0.1 -0.2 -0.2
C -2.62890 -0.70276 -2.91384 0.0 -0.1 0.0
N -2.88347 -1.69441 -1.86390 0.2 0.1 0.2
C -2.34991 -3.02195 -2.18760 0.0 -0.1 -0.1
P -2.85432 -1.14907 -0.30188 0.5 0.0 -0.1
O -1.60695 -0.58195 0.30103 -0.6 -0.6 -0.1
N -3.96626 0.09046 -0.33576 -0.6 -0.6 0.0
C -3.90619 1.10954 0.70884 0.2 0.3 0.2
C -5.26234 -0.01990 -1.00831 0.0 0.2 0.0
N -3.35576 -2.51758 0.51839 -0.4 0.3 0.1
C -4.67223 -3.06687 0.20215 0.1 -0.1 0.1
C -3.03114 -2.65477 1.93968 0.4 0.1 0.1
H -3.03649 -1.11537 -3.84444 0.0 0.2 0.0
H -1.54998 -0.51871 -3.03219 -0.4 0.0 0.0
H -3.13998 0.23081 -2.65911 0.2 -0.1 -0.2
H -1.26112 -3.00419 -2.33867 -0.3 0.1 0.1
H -2.58674 -3.73576 -1.39571 0.1 0.2 -0.1
H -2.83223 -3.34548 -3.11677 0.0 -0.1 0.0
H -3.29726 1.96541 0.37173 -0.1 -0.2 0.2
H -4.92951 1.46482 0.90669 0.3 -0.1 0.0
H -3.47294 0.71719 1.64808 -0.1 0.2 -0.5
H -5.47191 0.92049 -1.55651 0.1 -0.4 0.2
H -5.26489 -0.85018 -1.73184 0.1 0.3 0.3
H -6.08836 -0.16813 -0.27884 0.4 0.0 -0.3
H -4.71534 -4.05621 0.67186 -0.2 0.1 -0.1
H -5.49623 -2.45530 0.60852 0.1 -0.1 -0.1
H -4.81344 -3.19253 -0.87549 0.1 0.1 0.1
H -1.94275 -2.58233 2.07664 -0.5 0.1 0.0
H -3.54822 -1.91383 2.57482 0.1 -0.2 -0.1
H -3.33524 -3.66416 2.24343 0.1 0.2 0.0
```
Forces are in eV/Å.

Its total charge is -1. The energy above the lowest of the compared OMol25 structures with the same formula, charge and spin is 177.3 kJ/mol. Its HOMO-LUMO gap is 6.418 eV. The LUMO energy is 2.546 eV.

***

Number 1: HOMO level -9.86 eV. Number 2: HOMO level -9.13 eV. Number 3: HOMO level -3.87 eV.